Entry 1:
{"formula": "C26H22N6PTl", "method": "the ωB97M-V functional and the def2-TZVPD basis", "symbols": ["Tl", "N", "C", "N", "C", "N", "N", "C", "N", "C", "C", "C", "C", "C", "N", "H", "H", "H", "H", "H", "H", "H", "H", "C", "C", "C", "C", "C", "C", "P", "C", "C", "C", "C", "C", "C", "C", "C", "C", "C", "C", "C", "H", "H", "H", "H", "H", "H", "H", "H", "H", "H", "H", "H", "H", "H"], "positions_angstrom": [[-0.751673, 0.567211, -3.184161], [2.654627, -0.193889, -2.528861], [2.011027, -1.337589, -2.236161], [2.717027, -2.448289, -2.095961], [1.999927, -3.551189, -1.860161], [2.664627, -4.704889, -1.696861], [0.669127, -3.591789, -1.765561], [0.045727, -2.432889, -1.923361], [0.667127, -1.275189, -2.178561], [-1.413273, -2.427889, -1.861261], [-2.114873, -3.632889, -1.805261], [-3.493273, -3.612589, -1.796961], [-4.138673, -2.379189, -1.771561], [-3.370773, -1.232189, -1.831961], [-2.043173, -1.240989, -1.931361], [3.651027, -0.170289, -2.390561], [2.132127, 0.660611, -2.396461], [3.655227, -4.729689, -1.855161], [2.137627, -5.548689, -1.569661], [-1.559073, -4.554189, -1.795561], [-4.059273, -4.529889, -1.810561], [-5.213573, -2.316889, -1.734761], [-3.835173, -0.254889, -1.827861], [3.783127, -0.451989, 0.632439], [3.434227, 0.834811, 0.253339], [2.105327, 1.232111, 0.257539], [1.117427, 0.339711, 0.654839], [1.480927, -0.945589, 1.045439], [2.801927, -1.343089, 1.037639], [-0.688173, 0.665811, 0.694539], [-0.822573, 1.066311, 2.484239], [-2.074873, 0.892911, 3.063739], [-2.289573, 1.209611, 4.392539], [-1.246873, 1.700211, 5.160439], [0.003227, 1.879011, 4.591139], [0.218227, 1.564011, 3.261339], [-0.777773, 2.338311, -0.037661], [-1.066273, 3.467111, 0.720239], [-1.223773, 4.688211, 0.092739], [-1.046173, 4.781311, -1.276361], [-0.729873, 3.649611, -2.013561], [-0.626673, 2.379011, -1.433861], [4.817727, -0.763089, 0.603839], [4.202027, 1.531711, -0.058161], [1.833527, 2.230611, -0.057261], [0.701127, -1.633189, 1.348039], [3.069827, -2.349389, 1.330039], [-2.881573, 0.509111, 2.453739], [-3.269573, 1.077011, 4.829039], [-1.409473, 1.946611, 6.200339], [0.814227, 2.275611, 5.186639], [1.196127, 1.713111, 2.825439], [-1.190773, 3.392911, 1.792339], [-1.488273, 5.560111, 0.674639], [-1.172673, 5.735811, -1.773361], [-0.586473, 3.763811, -3.087461]], "atomic_forces_ev_per_a": [[-0.064, 1.052, -0.204], [-0.178, 0.018, -0.142], [-0.133, -0.057, -0.285], [0.291, -0.424, 0.048], [0.214, 0.731, -0.118], [0.069, -0.160, 0.031], [-0.602, -0.220, 0.185], [1.661, 0.441, -0.293], [-0.461, -0.502, 0.408], [-1.378, 0.110, -0.162], [0.267, 0.169, -0.012], [-0.169, 0.478, 0.062], [0.181, -0.406, -0.031], [0.145, 0.155, -0.149], [0.102, -0.774, 0.460], [-0.093, -0.016, 0.017], [0.186, -0.040, 0.052], [-0.027, 0.009, 0.027], [0.040, -0.020, -0.020], [0.073, -0.105, 0.016], [-0.059, -0.120, 0.070], [-0.126, 0.064, 0.029], [-0.034, 0.076, -0.051], [0.165, 0.112, 0.013], [0.133, 0.006, 0.128], [-0.101, 0.013, 0.115], [-0.190, -0.080, -0.175], [0.001, -0.015, -0.001], [0.102, -0.120, 0.062], [0.235, 0.388, 0.190], [-0.112, -0.210, -0.151], [0.078, -0.022, -0.062], [-0.120, 0.040, 0.132], [-0.071, 0.034, 0.088], [0.122, 0.069, 0.101], [-0.048, -0.036, -0.018], [-0.129, -0.436, -0.117], [-0.005, -0.081, 0.031], [-0.026, 0.234, 0.011], [0.004, 0.195, -0.025], [0.052, -0.330, -0.186], [0.027, -0.229, -0.272], [0.081, -0.016, 0.024], [0.039, 0.041, 0.000], [-0.044, 0.068, -0.008], [-0.022, -0.133, 0.027], [0.016, -0.052, 0.017], [-0.104, -0.052, -0.005], [-0.056, -0.022, 0.039], [-0.005, 0.014, 0.058], [0.051, -0.002, 0.038], [0.061, 0.001, -0.021], [-0.012, 0.044, 0.026], [0.007, 0.094, 0.017], [0.039, 0.036, -0.011], [-0.075, -0.011, -0.001]], "gap_ev": 6.28, "e_homo_ev": -6.7, "spin_multiplicity": 1, "energy_ha": -1846.3942, "lumo_energy_ha": -0.0147}


Entry 2:
{"formula": "C29H26ClNO2S3V", "method": "the ωB97M-V functional and the def2-TZVPD basis", "symbols": ["V", "O", "S", "C", "C", "C", "C", "S", "O", "C", "C", "C", "C", "C", "C", "C", "C", "C", "C", "C", "C", "H", "H", "H", "H", "H", "H", "H", "H", "H", "H", "H", "H", "H", "H", "H", "H", "H", "H", "S", "C", "C", "C", "C", "C", "C", "N", "C", "C", "C", "C", "C", "C", "C", "H", "H", "H", "H", "H", "H", "H", "H", "Cl"], "positions_angstrom": [[-0.373528, -1.736660, 0.168366], [1.520151, -1.655809, 1.221116], [2.140624, -1.339507, 2.554827], [3.356425, -0.095121, 2.140170], [2.809766, 1.097609, 1.335316], [3.235809, 1.128336, -0.139866], [2.503380, 0.179638, -1.081735], [0.760894, 0.515832, -1.408047], [0.003777, 0.347903, -0.089206], [0.874414, 2.283476, -1.617462], [1.438187, 2.777989, -2.785614], [1.509748, 4.149662, -2.975255], [1.007321, 5.012273, -2.007283], [0.429323, 4.502682, -0.852518], [0.356329, 3.126951, -0.649389], [0.991964, -0.313552, 3.470183], [-0.366257, -0.415604, 3.201940], [-1.265830, 0.331806, 3.949427], [-0.813072, 1.162606, 4.963111], [0.545170, 1.234469, 5.248326], [1.451662, 0.490507, 4.508806], [4.102072, -0.671413, 1.585236], [3.822104, 0.201274, 3.081365], [3.169092, 2.012085, 1.809120], [1.720852, 1.126288, 1.400188], [4.301481, 0.888539, -0.212564], [3.134053, 2.151398, -0.507062], [2.479261, -0.849706, -0.718517], [2.948251, 0.170062, -2.080676], [1.816046, 2.100748, -3.545976], [1.949086, 4.545119, -3.882398], [1.058497, 6.082980, -2.161456], [0.028659, 5.175615, -0.104765], [-0.099663, 2.706965, 0.239043], [-0.732601, -1.108684, 2.456893], [-2.326320, 0.244673, 3.748855], [-1.519074, 1.741960, 5.545129], [0.900663, 1.867231, 6.051839], [2.506520, 0.542319, 4.750583], [-3.589952, -2.396529, -2.812004], [-4.305584, -1.450810, -1.544778], [-5.616930, -1.003189, -1.415961], [-5.941232, -0.236214, -0.311657], [-4.970266, 0.077779, 0.646348], [-3.670844, -0.373237, 0.513598], [-3.337383, -1.148679, -0.593000], [-2.069758, -1.669403, -0.868037], [-2.060124, -2.332201, -2.001426], [-0.805057, -2.927044, -2.437594], [-0.656504, -3.664168, -3.614945], [0.571798, -4.210615, -3.922948], [1.641481, -4.026011, -3.040580], [1.481061, -3.290786, -1.878775], [0.251836, -2.690222, -1.523328], [-6.364454, -1.247638, -2.159905], [-6.954176, 0.124655, -0.189608], [-5.242744, 0.682102, 1.502150], [-2.910255, -0.125205, 1.245635], [-1.498923, -3.816269, -4.284493], [0.702792, -4.786696, -4.830625], [2.602191, -4.474225, -3.273155], [2.331986, -3.196152, -1.208612], [-0.964194, -3.532184, 1.393652]], "atomic_forces_ev_per_a": [[1.322, 0.610, 0.977], [0.188, 0.041, 0.318], [-0.283, -0.345, -0.274], [0.127, 0.220, -0.106], [0.027, -0.062, -0.023], [0.072, -0.054, 0.037], [0.054, -0.080, 0.134], [-0.441, 0.003, 0.296], [0.283, 0.275, -0.540], [-0.120, 0.058, 0.011], [0.035, 0.050, -0.072], [0.011, -0.021, 0.014], [-0.009, -0.040, 0.020], [0.005, -0.084, 0.020], [0.037, 0.168, -0.054], [-0.133, 0.021, 0.060], [0.147, 0.110, 0.055], [0.004, 0.012, 0.028], [0.003, -0.003, 0.012], [-0.002, -0.012, -0.021], [-0.048, 0.018, -0.002], [0.017, 0.079, -0.015], [0.036, 0.032, -0.056], [0.024, 0.014, -0.013], [0.018, -0.026, 0.014], [0.011, 0.022, 0.017], [0.010, -0.018, -0.010], [0.051, -0.005, -0.031], [0.060, 0.026, 0.043], [-0.044, 0.031, 0.047], [-0.012, -0.007, 0.026], [-0.007, -0.034, 0.014], [0.006, -0.013, -0.017], [0.014, 0.003, -0.050], [-0.013, -0.099, 0.091], [0.019, 0.003, -0.006], [0.025, -0.017, -0.018], [-0.010, -0.014, -0.023], [-0.039, -0.002, -0.004], [-0.062, -0.118, -0.217], [-0.132, -0.027, -0.147], [-0.011, 0.009, 0.007], [0.074, -0.033, -0.010], [0.029, -0.020, -0.024], [-0.006, 0.071, 0.098], [0.484, -0.085, 0.069], [-1.778, 0.277, -0.796], [0.181, 0.019, 0.043], [0.089, 0.094, 0.117], [-0.171, 0.013, -0.008], [0.101, -0.003, 0.033], [-0.059, -0.039, -0.102], [-0.267, 0.143, 0.067], [0.549, -0.326, -0.917], [0.023, 0.005, 0.009], [0.014, -0.009, 0.003], [0.001, -0.005, -0.007], [-0.030, -0.022, -0.023], [0.014, 0.002, 0.031], [0.000, 0.014, 0.024], [-0.019, 0.016, 0.015], [-0.001, 0.011, 0.010], [-0.466, -0.848, 0.830]], "s2": 3.7662, "gap_ev": [5.99, 8.02], "e_homo_ev": [-5.7, -7.7], "spin_multiplicity": 4, "energy_ha": -3924.7081, "lumo_energy_ha": [0.0103, 0.0101]}


Entry 3:
{"formula": "C13H16CdCl3NO4S3Si", "method": "the ωB97M-V functional and the def2-TZVPD basis", "symbols": ["Cd", "O", "C", "O", "C", "C", "C", "C", "C", "N", "C", "O", "O", "H", "H", "H", "H", "C", "C", "S", "C", "C", "S", "C", "C", "S", "H", "H", "H", "H", "H", "H", "H", "H", "H", "H", "H", "H", "Cl", "Si", "Cl", "Cl"], "positions_angstrom": [[-0.082117, -0.606478, -0.193192], [-3.570389, 1.333757, 2.557703], [-2.893900, 0.496758, 1.760684], [-2.913215, 0.564648, 0.558971], [-2.131063, -0.539866, 2.521269], [-2.328192, -0.773014, 3.867091], [-1.621922, -1.815656, 4.460913], [-0.778198, -2.585004, 3.687439], [-0.624851, -2.268298, 2.339699], [-1.276741, -1.255447, 1.784314], [0.287800, -3.112065, 1.435185], [0.792406, -4.098927, 1.944334], [0.394010, -2.700643, 0.233679], [-4.027882, 1.966678, 1.984570], [-3.016831, -0.159821, 4.428485], [-1.745573, -2.022842, 5.515571], [-0.219895, -3.423921, 4.076687], [-1.347490, 0.302387, -3.332516], [-1.154401, 1.734016, -2.844188], [-0.747518, 2.013890, -1.083442], [1.006094, 2.119221, -1.169791], [2.249142, 0.152919, -0.745619], [2.732804, -1.286752, -1.411826], [2.641481, -1.024724, -3.237236], [1.414027, -0.199312, -3.564762], [-0.112243, -0.923005, -2.867455], [-1.445586, 0.300573, -4.420093], [-2.271194, -0.116269, -2.927342], [-2.085962, 2.271929, -3.030582], [-0.377436, 2.237900, -3.420553], [2.420459, 3.134763, 0.432661], [1.377147, 2.675979, -2.029135], [3.706438, 1.570110, 0.692465], [3.169368, 2.237471, -1.000473], [2.529107, -2.050485, -3.594149], [3.529252, -0.590838, -3.699375], [1.292652, -0.115288, -4.646221], [1.507841, 0.792742, -3.124528], [2.234534, 0.151922, 3.073178], [1.006517, 1.270648, 1.857724], [2.395752, 1.741628, -0.073090], [0.085748, 2.598696, 3.202948]], "atomic_forces_ev_per_a": [[0.549, 0.315, 0.283], [-0.012, -0.021, -0.008], [0.047, 0.044, 0.021], [-0.031, -0.016, -0.005], [-0.003, 0.001, 0.019], [-0.011, 0.001, -0.007], [0.008, -0.004, 0.002], [-0.011, 0.003, 0.009], [-0.014, -0.012, -0.002], [-0.035, 0.002, -0.031], [-0.003, 0.006, -0.056], [-0.011, -0.015, 0.018], [-0.006, -0.055, 0.047], [0.001, 0.003, 0.002], [0.001, 0.004, -0.001], [-0.002, -0.001, 0.000], [0.001, 0.000, -0.002], [-0.094, -0.067, 0.023], [0.011, 0.081, -0.076], [0.132, -0.054, -0.078], [-0.691, -1.045, -0.477], [-2.154, 0.729, 0.283], [0.391, -0.347, -0.620], [0.122, -0.135, 0.094], [-0.106, 0.073, -0.087], [0.141, -0.181, -0.097], [0.003, 0.033, 0.001], [-0.008, 0.050, 0.006], [0.021, 0.035, 0.040], [-0.001, 0.009, -0.004], [-0.173, 0.143, 0.019], [0.241, -0.016, 0.046], [-0.522, -0.034, -0.431], [-0.139, 0.117, -0.467], [0.049, 0.036, -0.104], [0.000, 0.089, 0.106], [-0.096, -0.057, 0.005], [0.060, -0.021, -0.098], [0.283, 0.056, -0.011], [-1.266, -0.413, -0.242], [3.142, 0.503, 1.725], [0.187, 0.158, 0.156]], "gap_ev": 5.95, "e_homo_ev": -6.8, "spin_multiplicity": 1, "energy_ha": -3892.6270, "lumo_energy_ha": -0.0310}


Entry 4:
{"formula": "C8H10N4", "method": "the ωB97M-V functional and the def2-TZVPD basis", "symbols": ["C", "C", "C", "C", "C", "C", "C", "C", "N", "N", "N", "N", "H", "H", "H", "H", "H", "H", "H", "H", "H", "H"], "positions_angstrom": [[2.914404, -1.655172, -1.543089], [-0.478688, -0.284098, 0.300223], [0.858643, -1.916896, -0.507966], [3.877466, -1.180652, -2.133468], [1.058855, 0.492738, -1.397737], [-0.927585, 1.421375, 1.916859], [-2.735515, 0.444684, 0.552780], [-1.282212, 0.925990, 0.462280], [-0.636658, -1.425242, 0.892336], [0.000158, -2.438052, 0.351808], [2.021792, -2.276417, -0.778866], [0.511361, -0.436710, -0.611226], [4.751082, -0.826436, -2.552524], [0.796332, 1.527960, -1.101373], [1.817726, 0.201822, -2.080934], [-1.802747, 2.080404, 2.153279], [0.033188, 2.090804, 1.950033], [-0.763965, 0.603356, 2.629444], [-2.585445, -0.055420, 1.442558], [-3.060649, -0.108133, -0.323595], [-3.469479, 1.198922, 0.697358], [-0.898065, 1.615173, -0.318178]], "atomic_forces_ev_per_a": [[1.239, 0.137, -0.188], [1.365, -0.499, -0.983], [-0.610, 2.473, 0.676], [-2.508, -1.148, 1.487], [-0.948, 0.009, 1.828], [0.728, 2.681, -0.756], [0.650, 1.365, -2.092], [1.092, 0.290, 1.317], [-2.599, -0.801, 1.111], [0.578, -0.517, 0.423], [2.527, -1.367, -1.799], [0.276, 0.576, -1.836], [1.063, 0.502, -0.701], [0.450, -0.737, -0.722], [0.237, 0.088, -0.478], [0.939, -0.514, 0.577], [-1.701, -1.220, -0.166], [-0.451, 0.196, -0.314], [-1.004, -2.035, 1.588], [0.164, -0.577, 0.248], [-0.373, 1.071, 0.235], [-1.117, 0.029, 0.545]], "gap_ev": [7.00, 6.35], "e_homo_ev": [-8.1, -8.0], "spin_multiplicity": 1, "energy_ha": -529.6377, "lumo_energy_ha": [-0.0388, -0.0616]}